{
  "formula": "C6H9N3O2",
  "method": "the ωB97M-V functional and the def2-TZVPD basis",
  "elements": ["N", "C", "C", "C", "C", "N", "C", "N", "C", "O", "O", "H", "H", "H", "H", "H", "H", "H", "H", "H"],
  "xyz": [[1.673, -2.202, 0.824], [1.125, -0.848, 0.481], [-0.188, -1.091, -0.292], [-0.666, 0.203, -0.858], [-2.038, 0.615, -1.049], [-2.019, 1.820, -1.642], [-0.683, 2.146, -1.846], [0.112, 1.202, -1.401], [0.869, 0.023, 1.704], [-0.190, 0.526, 1.925], [2.029, 0.208, 2.458], [0.988, -2.921, 0.973], [2.527, -2.240, 1.380], [1.803, -0.277, -0.179], [-0.971, -1.543, 0.386], [-0.123, -1.877, -1.135], [-2.937, 0.114, -0.734], [-2.718, 2.351, -2.024], [-0.444, 3.134, -2.294], [1.852, 0.655, 3.322]],
  "forces_ev_per_angstrom": [[0.64, 1.46, -0.61], [0.30, -2.07, -0.09], [-0.46, -0.73, -0.29], [-3.74, 1.87, -1.45], [2.13, -2.02, 1.10], [3.74, -0.49, 0.32], [-0.90, 0.28, -0.01], [0.27, -0.07, 0.25], [0.88, 0.16, 0.02], [0.04, 0.21, 0.93], [-1.10, -0.09, 0.08], [0.03, 0.12, 0.35], [-0.80, 0.03, -0.15], [-0.03, -0.43, 0.29], [0.76, 0.76, -0.48], [0.63, 1.23, 1.25], [-0.08, 0.07, -0.09], [-2.20, 1.17, -0.69], [0.13, -1.13, 0.39], [-0.23, -0.33, -1.12]],
  "lowdin_charge": [0.043, -0.295, -0.126, -0.289, -0.056, 0.046, -0.182, 0.091, -0.457, 0.125, 0.063, 0.060, 0.076, 0.145, 0.135, 0.145, 0.110, 0.108, 0.124, 0.132],
  "smiles": "N[C@@H](Cc1c[nH]cn1)C(=O)O",
  "charge": 0,
  "total_energy_ev": -14933.1360,
  "relative_energy_kcal_mol": 24.3,
  "homo_energy_ev": -8.151,
  "molar_mass_da": 155.2
}